{
  "formula": "C34H29LuN6O2S4",
  "method": "ωB97M-V with the def2-TZVPD basis set",
  "elements": ["Lu", "C", "C", "C", "C", "C", "C", "C", "N", "N", "C", "C", "C", "C", "C", "C", "N", "C", "C", "C", "C", "C", "C", "N", "H", "H", "H", "H", "H", "H", "H", "H", "H", "H", "H", "H", "H", "H", "H", "H", "H", "H", "H", "H", "O", "C", "O", "C", "C", "C", "C", "C", "C", "S", "H", "H", "H", "H", "S", "C", "S", "C", "N", "N", "C", "C", "C", "C", "C", "C", "S", "H", "H", "H", "H", "H"],
  "positions_angstrom": [[-0.8280, -0.3934, -0.7004], [-1.1254, -3.5236, 0.4761], [-2.0660, -3.2387, 1.6434], [-2.1571, -1.8614, 2.2626], [-2.2933, -1.7503, 3.6402], [-2.5042, -0.5066, 4.2105], [-2.6080, 0.6003, 3.3841], [-2.4565, 0.4047, 2.0230], [-2.2100, -0.7861, 1.4701], [-1.4585, -2.8321, -0.7861], [-2.8349, -3.1340, -1.2183], [-3.8389, -2.0443, -0.9223], [-5.1531, -2.3575, -0.6062], [-6.0628, -1.3294, -0.4279], [-5.6351, -0.0203, -0.5764], [-4.3007, 0.2037, -0.8774], [-3.4219, -0.7825, -1.0386], [-0.4754, -3.2076, -1.8277], [-0.7581, -2.4730, -3.1203], [-0.3679, -2.9713, -4.3538], [-0.6386, -2.2079, -5.4776], [-1.2914, -0.9919, -5.3330], [-1.6419, -0.5761, -4.0601], [-1.3854, -1.3093, -2.9808], [-0.0950, -3.2724, 0.7391], [-1.1537, -4.6102, 0.2933], [-3.0882, -3.5183, 1.3635], [-1.7890, -3.9397, 2.4348], [-2.2222, -2.6337, 4.2582], [-2.5870, -0.4092, 5.2836], [-2.7755, 1.5932, 3.7722], [-2.4964, 1.2497, 1.3390], [-2.8368, -3.2862, -2.3003], [-3.1695, -4.0800, -0.7750], [-5.4535, -3.3906, -0.5027], [-7.0916, -1.5472, -0.1761], [-6.3078, 0.8145, -0.4530], [-3.9128, 1.2113, -0.9840], [0.5232, -2.9243, -1.4687], [-0.4645, -4.2934, -2.0019], [0.1423, -3.9208, -4.4246], [-0.3410, -2.5557, -6.4572], [-1.5120, -0.3666, -6.1846], [-2.1253, 0.3773, -3.8834], [2.8396, 0.0398, -1.4585], [1.7599, 0.5847, -1.5255], [0.6662, -0.0076, -1.9677], [1.5701, 2.0328, -1.1219], [2.7698, 2.7228, -0.9287], [2.8088, 4.0476, -0.5513], [1.6107, 4.7208, -0.3624], [0.4138, 4.0609, -0.5479], [0.3525, 2.7126, -0.9200], [-1.3396, 2.1008, -1.0252], [3.6823, 2.1648, -1.0799], [3.7560, 4.5436, -0.3849], [1.6066, 5.7559, -0.0517], [-0.5168, 4.5853, -0.3810], [2.3978, 4.1384, 3.2412], [2.3740, 2.5770, 2.6630], [0.9010, 1.6913, 2.4717], [1.7666, 0.3736, 1.7885], [3.0446, 0.5257, 1.7652], [3.3752, 1.7648, 2.2567], [4.7555, 2.0922, 2.1573], [5.3794, 2.8609, 3.1258], [6.7305, 3.1451, 2.9889], [7.4493, 2.6645, 1.9058], [6.8104, 1.8794, 0.9543], [5.4634, 1.5861, 1.0749], [0.9776, -1.0969, 1.2579], [4.8225, 3.2353, 3.9688], [7.2183, 3.7461, 3.7443], [8.5018, 2.8918, 1.8079], [7.3630, 1.4894, 0.1102], [4.9584, 0.9618, 0.3487]],
  "mulliken_charge": [1.255, -1.572, -0.991, 0.685, -0.981, -0.526, -0.796, -0.240, 0.733, 0.586, -1.542, 0.726, -1.104, -0.508, -0.944, -0.311, 0.608, -1.358, 0.921, -1.054, -0.406, -0.943, -0.413, 0.512, 0.796, 0.473, 0.278, 0.572, 0.470, 0.419, 0.509, 0.191, 0.641, 0.526, 0.484, 0.418, 0.476, 0.473, 0.514, 0.593, 0.505, 0.423, 0.438, 0.433, -0.627, -0.087, -0.385, 0.610, -0.892, -0.556, -0.756, -0.753, 1.185, -0.671, 0.440, 0.388, 0.399, 0.403, -0.299, -0.011, -0.050, 0.196, -0.775, 0.758, 0.284, -0.580, -0.652, -0.442, -0.873, 0.056, -0.397, 0.380, 0.376, 0.381, 0.386, 0.597],
  "homo_ha": -0.2583,
  "gap_ev": 7.05,
  "de_lowest_kj_mol": 43.9
}